ORCA calculation (the ωB97M-V functional and the def2-TZVPD basis) on a structure of composition CH3I2P.

Lowest unoccupied orbital energy = -0.3 eV
E_HOMO = -9.306 eV
HOMO-LUMO gap = 9.00 eV
Energy above the lowest of the compared OMol25 structures with the same formula, charge and spin = 55.77 kcal per mole
Calculated total energy = -976.59078 Ha

Structure (ORCA input):
```
! RIJCOSX wB97M-V def2-TZVPD def2/J DEFGRID3
* xyz 0 1
C 0.13887 0.35115 0.58044
P -0.84355 0.27661 -0.99467
I 1.57557 1.85755 0.35906
I 0.95751 -1.54744 1.16232
H -0.59800 0.45865 1.47859
H -1.29093 -0.97585 -0.85314
H 0.06053 -0.42067 -1.73259
*
```